Computed, not measured: a cluster of 9 separate species, C21H60N4O9 in total at a distorted geometry, with the ωB97M-V functional and the def2-TZVPD basis.

Structure (ORCA input):
```
! RIJCOSX wB97M-V def2-TZVPD def2/J DEFGRID3
* xyz 0 1
C 2.917 2.011 2.853
O 1.872 2.882 2.569
H 3.724 2.342 2.141
H 2.548 0.958 2.717
H 3.248 2.209 3.872
H 2.197 3.833 2.714
C -2.555 1.885 0.086
O -1.412 2.341 -0.649
N -3.688 2.559 0.137
N -2.565 0.636 0.492
H -3.572 3.546 0.030
H -4.533 2.102 0.481
H -1.627 0.131 0.463
H -3.206 0.160 1.112
C 0.790 -0.075 0.405
O 1.716 -0.783 1.128
N 0.597 1.255 0.416
N -0.173 -0.686 -0.170
H 1.124 1.785 1.183
H -0.136 1.781 -0.078
H -0.075 -1.683 -0.297
H -0.645 -0.269 -0.986
C 0.078 -1.140 4.051
C -1.013 -0.284 4.765
C -1.206 0.922 3.771
O -2.118 -0.787 4.966
H -0.231 -1.392 3.045
H 0.049 -2.030 4.629
H 1.033 -0.626 4.181
H -0.699 0.153 5.746
H -1.671 0.570 2.775
H -0.385 1.508 3.492
H -1.875 1.668 4.194
H -2.206 -1.180 5.830
C 3.511 3.419 -0.815
C 3.455 2.121 -1.605
C 4.061 0.953 -0.870
O 2.281 1.796 -1.957
H 2.928 3.347 0.056
H 3.124 4.256 -1.296
H 4.474 3.792 -0.589
H 4.046 2.435 -2.510
H 5.010 1.359 -0.425
H 4.370 0.106 -1.367
H 3.453 0.684 0.003
H 1.754 1.490 -1.187
C 0.594 4.886 -0.285
C -0.721 5.292 0.400
C -0.871 4.522 1.649
O -0.802 6.552 0.651
H 1.344 5.471 0.209
H 0.633 5.233 -1.318
H 0.746 3.855 -0.421
H -1.543 5.019 -0.278
H -0.965 3.523 1.385
H -1.771 4.865 2.183
H -0.023 4.696 2.339
H -1.000 7.046 -0.156
C -1.228 0.605 -2.900
C -1.148 -0.531 -3.894
C -0.508 -1.681 -3.211
O -2.231 -0.891 -4.434
H -1.795 1.436 -3.315
H -0.256 1.129 -2.737
H -1.715 0.316 -2.004
H -0.514 -0.049 -4.617
H -0.333 -2.453 -3.967
H -1.137 -2.099 -2.423
H 0.473 -1.457 -2.850
H -2.481 -1.763 -4.108
C -4.171 -4.986 -0.502
C -2.807 -4.545 -0.982
C -2.112 -3.664 -0.002
O -2.003 -5.495 -1.278
H -4.249 -5.115 0.619
H -4.342 -5.952 -1.015
H -4.975 -4.340 -0.820
H -3.001 -4.048 -1.969
H -1.500 -4.213 0.683
H -2.759 -2.880 0.492
H -1.358 -2.996 -0.401
H -1.841 -5.560 -2.195
C 2.880 -3.170 -1.269
C 1.706 -4.012 -1.712
C 1.847 -5.624 -1.615
O 0.667 -3.805 -1.052
H 2.543 -2.095 -1.199
H 3.690 -3.327 -2.040
H 3.243 -3.502 -0.262
H 1.407 -3.772 -2.726
H 2.538 -5.919 -2.406
H 0.842 -6.124 -1.802
H 2.234 -5.953 -0.654
H 0.008 -4.487 -1.296
*
```

=====

Computed, not measured: a cluster of 9 separate species, C21H60N6O9 in total at a distorted geometry, with the ωB97M-V functional and the def2-TZVPD basis.

Structure (ORCA input):
```
! RIJCOSX wB97M-V def2-TZVPD def2/J DEFGRID3
* xyz 0 1
C -5.347 0.717 3.057
C -5.127 -0.342 1.888
C -4.169 -0.127 0.806
O -4.695 -1.417 2.752
H -6.110 0.340 3.738
H -5.690 1.663 2.638
H -4.456 1.000 3.616
H -6.099 -0.487 1.415
H -4.355 0.790 0.248
H -4.035 -0.998 0.164
H -3.153 0.049 1.157
H -4.799 -2.265 2.315
C -1.730 -1.228 4.420
C -0.929 -0.748 5.659
C -1.674 0.084 6.797
O -0.340 -1.835 6.380
H -1.802 -0.337 3.796
H -2.604 -1.804 4.724
H -1.035 -1.816 3.820
H -0.061 -0.124 5.445
H -2.604 -0.391 7.111
H -1.780 1.116 6.465
H -1.164 0.295 7.737
H 0.006 -2.531 5.817
C -2.268 2.185 -4.030
C -3.106 1.794 -2.775
C -3.989 0.562 -2.870
O -2.301 1.753 -1.618
H -2.724 1.820 -4.950
H -1.225 1.881 -3.943
H -2.139 3.256 -4.187
H -3.774 2.648 -2.667
H -4.283 0.011 -1.977
H -3.595 -0.312 -3.390
H -4.946 0.824 -3.321
H -2.250 2.533 -1.060
C 3.669 2.290 -4.232
C 2.159 2.588 -3.865
C 1.838 2.191 -2.401
O 1.819 3.940 -4.048
H 3.830 1.221 -4.374
H 4.373 2.658 -3.487
H 3.956 2.878 -5.104
H 1.454 1.981 -4.434
H 0.873 2.577 -2.074
H 2.631 2.490 -1.714
H 1.785 1.109 -2.283
H 2.192 4.418 -3.303
C 4.184 -2.058 0.609
C 4.249 -1.691 -0.887
C 3.906 -0.240 -1.067
O 5.495 -1.840 -1.403
H 3.158 -2.197 0.950
H 4.722 -1.370 1.260
H 4.636 -3.050 0.622
H 3.739 -2.446 -1.485
H 2.992 0.046 -0.546
H 3.829 -0.062 -2.140
H 4.603 0.406 -0.534
H 5.705 -2.726 -1.098
C 4.407 3.161 0.636
C 3.198 4.030 1.001
C 2.492 3.634 2.311
O 3.645 5.384 1.145
H 3.983 2.195 0.360
H 5.073 2.993 1.483
H 4.843 3.619 -0.251
H 2.418 4.167 0.252
H 1.980 4.361 2.942
H 3.114 2.946 2.883
H 1.765 2.882 2.004
H 3.852 5.754 0.283
C -2.553 -3.230 -1.338
O -2.137 -2.483 -0.434
N -3.621 -3.987 -1.273
N -1.897 -3.570 -2.412
H -4.337 -3.912 -0.565
H -3.923 -4.527 -2.071
H -1.885 -4.563 -2.594
H -1.123 -2.990 -2.705
C 0.045 -0.299 0.623
O 0.646 0.724 1.006
N -0.676 -0.274 -0.414
N -0.242 -1.272 1.458
H -0.628 0.617 -0.888
H -1.369 -0.950 -0.703
H -0.850 -1.925 0.985
H -0.019 -1.296 2.443
C 1.290 -3.740 -2.030
O 0.700 -2.753 -2.523
N 1.938 -4.639 -2.670
N 1.405 -3.867 -0.759
H 2.282 -5.471 -2.211
H 2.118 -4.402 -3.635
H 1.639 -4.771 -0.373
H 0.982 -3.223 -0.106
*
```

=====

Computed, not measured: a structure of composition C21H61Br3N14O18P2 at a distorted geometry, with the ωB97M-V functional and the def2-TZVPD basis.

Structure (ORCA input):
```
! RIJCOSX wB97M-V def2-TZVPD def2/J DEFGRID3
* xyz 0 1
C -4.231 -1.829 1.166
N -3.238 -2.880 0.718
O -2.035 -2.709 0.812
O -3.716 -3.917 0.329
H -5.024 -2.310 1.739
H -4.683 -1.485 0.236
H -3.734 -1.042 1.733
C -1.857 2.573 -4.628
N -2.561 1.650 -3.679
O -3.659 1.252 -3.938
O -1.976 1.302 -2.714
H -0.842 2.182 -4.705
H -1.845 3.596 -4.250
H -2.446 2.462 -5.538
C 4.217 1.669 -0.545
N 5.712 1.546 -0.866
O 6.299 0.475 -0.761
O 6.300 2.576 -1.164
H 3.617 0.788 -0.772
H 3.734 2.486 -1.082
H 4.264 1.841 0.531
C 4.935 -2.735 0.992
N 3.807 -2.699 0.040
O 2.660 -2.721 0.513
O 4.069 -2.647 -1.193
H 4.662 -2.176 1.887
H 5.753 -2.324 0.401
H 5.126 -3.760 1.311
C 2.607 -0.238 4.751
N 4.049 0.182 4.720
O 4.608 0.172 3.683
O 4.666 0.306 5.790
H 2.109 0.206 5.613
H 2.421 -1.311 4.710
H 2.291 0.309 3.863
C 0.814 3.078 -0.592
N 0.665 4.543 -0.848
O -0.150 4.948 -1.619
O 1.405 5.241 -0.188
H 0.436 2.940 0.421
H 1.825 2.766 -0.855
H 0.282 2.559 -1.389
C 0.220 -0.378 -0.351
N 0.494 0.056 1.061
O 1.452 0.780 1.116
O -0.179 -0.413 2.022
H -0.807 -0.157 -0.641
H 0.310 -1.460 -0.450
H 0.919 0.041 -1.074
C -3.185 3.385 -0.451
N -3.101 2.376 0.619
O -2.060 1.645 0.656
O -4.019 2.396 1.428
H -2.567 4.210 -0.096
H -4.235 3.628 -0.611
H -2.739 2.967 -1.354
O 1.826 1.447 -3.289
P 2.409 1.021 -4.618
N 1.556 -0.185 -5.469
C 2.160 -0.861 -6.614
C 0.359 -0.738 -4.822
N 4.036 0.443 -4.582
C 5.126 1.450 -4.553
C 4.415 -0.792 -3.851
N 2.416 2.332 -5.736
C 2.692 2.244 -7.175
C 2.330 3.704 -5.186
H 3.177 -0.491 -6.749
H 1.509 -1.025 -7.473
H 2.308 -1.891 -6.289
H -0.510 -0.281 -5.295
H 0.346 -0.595 -3.741
H 0.273 -1.815 -4.965
H 5.093 2.142 -5.394
H 5.143 2.004 -3.614
H 6.086 0.933 -4.560
H 5.437 -1.098 -4.075
H 4.303 -0.793 -2.767
H 3.687 -1.546 -4.150
H 2.488 3.212 -7.631
H 3.730 2.030 -7.428
H 2.111 1.441 -7.629
H 1.695 3.893 -4.321
H 2.147 4.469 -5.940
H 3.328 3.993 -4.858
O -4.340 -0.748 7.594
P -3.905 -1.152 6.213
N -4.347 -2.768 5.851
C -4.451 -3.392 4.497
C -4.225 -3.773 6.881
N -2.172 -1.238 6.003
C -1.282 -1.213 7.168
C -1.586 -1.576 4.668
N -4.454 -0.262 4.870
C -5.842 -0.307 4.572
C -3.891 1.085 4.783
H -4.171 -4.444 4.555
H -3.832 -2.867 3.769
H -5.514 -3.304 4.274
H -4.461 -3.352 7.859
H -3.193 -4.121 6.917
H -4.941 -4.573 6.694
H -1.070 -2.233 7.486
H -0.363 -0.745 6.814
H -1.734 -0.586 7.936
H -0.636 -1.133 4.368
H -1.495 -2.640 4.448
H -2.353 -1.231 3.974
H -6.418 0.237 5.322
H -5.964 0.131 3.581
H -6.208 -1.332 4.623
H -2.814 1.036 4.941
H -4.295 1.770 5.529
H -4.006 1.607 3.833
C -2.058 -3.541 -2.693
Br -2.788 -1.708 -2.682
Br -0.435 -3.793 -1.581
Br -1.535 -4.150 -4.560
H -2.734 -4.269 -2.245
*
```

=====

Computed, not measured: a cluster of 10 separate species, C21H61O10S9 in total at a distorted geometry, with the ωB97M-V functional and the def2-TZVPD basis.

Structure (ORCA input):
```
! RIJCOSX wB97M-V def2-TZVPD def2/J DEFGRID3
* xyz -1 1
C 0.251 -0.999 1.210
C -0.584 -0.610 -0.029
C 0.227 -0.828 -1.329
O -1.796 -1.187 -0.038
H -0.246 -0.863 2.171
H 1.279 -0.599 1.234
H 0.462 -2.073 1.133
H -0.629 0.518 0.014
H 1.029 -0.071 -1.314
H -0.341 -0.779 -2.252
H 0.749 -1.797 -1.350
C 4.259 -3.255 -5.394
S 4.810 -2.330 -3.921
O 5.426 -1.059 -4.453
C 3.149 -1.947 -3.315
H 4.291 -2.453 -6.138
H 3.236 -3.626 -5.359
H 4.936 -4.053 -5.685
H 2.520 -1.460 -4.065
H 3.201 -1.256 -2.471
H 2.617 -2.793 -2.885
C 1.342 2.306 0.921
S 0.428 3.789 0.506
O -0.129 4.144 1.869
C 1.818 4.905 0.089
H 0.690 1.433 0.976
H 1.887 2.452 1.855
H 2.100 2.026 0.181
H 2.405 4.495 -0.732
H 2.447 5.107 0.954
H 1.348 5.816 -0.279
C 4.803 -2.848 1.243
S 3.521 -3.060 -0.036
O 4.148 -3.798 -1.176
C 2.399 -4.076 0.967
H 4.381 -2.478 2.176
H 5.598 -2.206 0.862
H 5.319 -3.796 1.423
H 2.127 -3.456 1.825
H 2.872 -4.968 1.378
H 1.508 -4.303 0.387
C -3.078 -1.309 3.987
S -4.099 -0.794 2.550
O -4.553 -2.015 1.819
C -5.591 -0.313 3.518
H -3.526 -2.141 4.529
H -3.056 -0.482 4.704
H -2.066 -1.498 3.635
H -5.967 -1.170 4.063
H -6.196 0.044 2.685
H -5.301 0.585 4.064
C -2.781 1.884 0.800
S -4.404 2.669 0.610
O -5.172 2.423 1.890
C -3.861 4.392 0.658
H -2.254 1.958 -0.160
H -2.882 0.799 0.887
H -2.170 2.414 1.530
H -3.163 4.569 -0.163
H -3.478 4.733 1.618
H -4.712 5.025 0.392
C 2.421 -0.061 3.948
S 1.773 -1.509 4.828
O 2.438 -2.690 4.164
C 2.590 -1.303 6.442
H 2.495 0.787 4.633
H 1.792 0.216 3.108
H 3.410 -0.315 3.563
H 2.970 -2.297 6.670
H 1.826 -1.039 7.170
H 3.407 -0.588 6.383
C 0.076 0.988 -5.414
S -0.618 2.652 -5.275
O -2.087 2.575 -5.532
C -0.323 2.945 -3.480
H -0.590 0.302 -4.883
H 1.056 0.962 -4.945
H 0.024 0.623 -6.438
H -0.930 2.287 -2.855
H -0.648 3.978 -3.370
H 0.733 2.829 -3.245
C -0.871 1.943 4.209
S -2.411 2.373 5.040
O -2.424 1.710 6.398
C -1.942 4.106 5.258
H -0.002 1.906 4.865
H -0.787 2.588 3.334
H -1.009 0.928 3.824
H -0.965 4.079 5.745
H -2.655 4.684 5.841
H -1.833 4.600 4.291
C -0.751 -2.324 -6.399
S -1.662 -3.920 -6.340
O -2.498 -3.739 -5.105
C -2.760 -3.544 -7.745
H -1.445 -1.483 -6.394
H -0.178 -2.241 -7.326
H -0.136 -2.271 -5.505
H -3.356 -4.407 -8.054
H -2.228 -3.335 -8.680
H -3.449 -2.738 -7.498
*
```

=====

Relative energy (zero: lowest compared OMol25 entry of this formula, charge and spin) (kJ/mol)
189.4, 412.3, 225.1, 71.5
Gap between HOMO and LUMO (eV)
9.24, 8.69, 7.50, 5.25
HOMO energy (hartree)
-0.332, -0.321, -0.297, -0.132